[1]
This record from OMol25 describes C7H8N2O in the gas phase. The level of theory is ωB97M-V/def2-TZVPD.

Summary:
LUMO = 0.7 eV
highest occupied orbital energy = -8.0 eV
energy relative to the best compared isomer or geometry (same formula, charge and spin) = 3.9185 eV
SMILES = OC1Nc2ccccc2N1

Each line ends with the natural charge from an NBO analysis.
Positions of all 18 atoms, in Å:
O -2.7637 -0.0010 -1.9262  -0.725
C -1.6693 0.5022 -1.1009  0.368
N -0.3611 0.6097 -1.5771  -0.640
C 0.4481 -0.0555 -0.4799  0.138
C 1.8522 -0.1690 -0.6324  -0.221
C 2.4804 -0.5742 0.5440  -0.198
C 1.6904 -0.6577 1.7322  -0.243
C 0.3408 -0.4105 1.7217  -0.201
C -0.3642 -0.2147 0.5361  0.097
N -1.7904 0.0333 0.2814  -0.646
H -3.1038 -0.9785 -1.3029  0.447
H -2.0273 1.4752 -1.1539  0.135
H 0.0188 1.3951 -2.1053  0.409
H 2.1872 0.1387 -1.4531  0.199
H 3.5989 -0.3392 0.8029  0.218
H 2.2681 -0.9101 2.5777  0.216
H -0.2342 -0.3829 2.6964  0.214
H -2.5708 0.5393 0.8396  0.431

[2]
This record from OMol25 describes a molecular structure, C10H18F2MnO6. The level of theory is ωB97M-V/def2-TZVPD.

Summary:
multiplicity = 7
charge = -1
⟨S²⟩ = 12.009
LUMO (alpha / beta) = 2.5 / 0.9 eV
highest occupied orbital energy (alpha / beta) = -2.6 / -2.6 eV

Each line ends with the natural charge from an NBO analysis.
Positions of all 37 atoms, in Å:
Mn -0.4697 1.3757 0.9375  1.623
F -0.4613 1.9647 3.0368  -0.890
F -1.9619 2.5427 0.0501  -0.881
C -2.6115 -1.0337 1.1092  -0.310
O -1.9851 -0.0824 1.8486  -0.278
H -3.6977 -1.1244 1.0984  0.171
H -2.3408 -0.9708 0.0552  0.178
H -2.1748 -2.0073 1.3317  0.212
C 1.8923 3.2242 -0.2696  -0.227
O 1.0663 3.0221 0.8378  -0.958
H 2.1141 4.2718 -0.4730  0.111
H 2.7778 2.5968 -0.1680  0.112
H 1.3731 3.0181 -1.2055  0.105
O 1.0866 -0.0863 1.2390  -0.595
C 1.6503 -0.7131 2.0916  0.835
O 2.7108 -0.2513 2.8188  -0.455
C 3.2101 -1.2883 3.6233  -0.068
C 2.5640 -2.6150 3.0947  -0.432
C 1.2172 -2.0415 2.7049  -0.536
H 2.8961 -1.2571 4.6666  0.175
H 4.2963 -1.2239 3.5576  0.189
H 2.4779 -3.4048 3.8410  0.208
H 3.2084 -3.1076 2.3666  0.212
H 0.5152 -1.7317 3.4790  0.260
H 0.6807 -2.6917 2.0139  0.227
O -0.2410 0.5315 -1.3017  -0.614
C -0.8228 0.4243 -2.4310  0.820
O -0.1989 0.0967 -3.5124  -0.456
C -0.9333 0.0836 -4.6747  -0.073
C -2.4209 0.2027 -4.2720  -0.435
C -2.3448 0.6503 -2.7398  -0.525
H -0.6657 -0.8655 -5.1391  0.175
H -0.8382 0.7798 -5.5080  0.187
H -2.8828 -0.7668 -4.4589  0.200
H -2.9691 0.8919 -4.9144  0.210
H -3.0092 -0.0600 -2.2479  0.233
H -2.7077 1.6464 -2.4865  0.291

[3]
This record from OMol25 describes 2 unconnected molecules or ions with the total composition C3H7N. The level of theory is ωB97M-V/def2-TZVPD.

Summary:
LUMO = 1.2 eV
highest occupied orbital energy = -9.6 eV
energy relative to the best compared isomer or geometry (same formula, charge and spin) = 2.9393 eV
SMILES = C#C.CN

Each line ends with the natural charge from an NBO analysis.
Positions of all 11 atoms, in Å:
C -2.4126 0.6895 0.0056  -0.253
C -3.2305 -0.2068 -0.0972  -0.250
H -1.7087 1.5603 -0.0178  0.256
H -4.0563 -0.9164 -0.1402  0.245
C 1.1528 -0.3715 0.0412  -0.402
N 2.2012 0.4733 -0.1937  -0.798
H 0.6921 -0.7809 -0.7983  0.193
H 1.4057 -1.1385 0.7091  0.163
H 0.2887 0.2274 0.4262  0.175
H 2.7986 0.5497 0.6788  0.336
H 2.8688 -0.0861 -0.6136  0.335

[4]
This record from OMol25 describes a gas-phase ion, C2H3N2O3 (charge -1). The level of theory is ωB97M-V/def2-TZVPD.

Summary:
charge = -1
LUMO = 4.2 eV
highest occupied orbital energy = -2.8 eV
energy relative to the best compared isomer or geometry (same formula, charge and spin) = 4.2215 eV
SMILES = O=C=NCN([O-])O

Each line ends with the natural charge from an NBO analysis.
Positions of all 10 atoms, in Å:
O 0.8383 3.3014 -0.4984  -0.626
C 0.3537 2.2398 -0.2549  0.832
N -0.2265 1.4745 0.4998  -0.647
C -0.5772 0.1205 0.0028  -0.076
N 0.3041 -0.3140 -0.9515  0.060
O 0.7233 0.6512 -1.7824  -0.697
O 1.4461 -1.0194 -0.4614  -0.635
H -0.7002 -0.4849 0.8273  0.187
H -1.5219 0.2779 -0.5935  0.171
H 2.0621 -0.3742 -0.3015  0.431

[5]
This record from OMol25 describes a molecular structure, C4H8N4. The level of theory is ωB97M-V/def2-TZVPD.

Summary:
LUMO = 0.5 eV
highest occupied orbital energy = -6.9 eV
energy relative to the best compared isomer or geometry (same formula, charge and spin) = 7.6680 eV

Each line ends with the natural charge from an NBO analysis.
Positions of all 16 atoms, in Å:
C -1.4248 0.0507 0.1408  0.090
C -0.6083 1.1225 0.1516  -0.352
C 0.7128 0.6647 -0.1003  0.217
C -0.6374 -1.1496 -0.0455  -0.145
H -3.3470 0.5487 0.7211  0.366
H -3.4989 -0.7555 -0.4687  0.409
H -1.0218 2.1306 -0.3164  0.215
H 1.8210 1.9058 -0.8181  0.400
H 2.4590 1.5314 0.8980  0.396
H 2.9051 -0.3788 -0.3296  0.427
H 1.8377 -1.8355 1.1537  0.323
H -0.7636 -2.1451 -0.0760  0.203
N -2.7801 0.0364 -0.1133  -0.865
N 1.8114 1.2770 -0.0086  -0.859
N 0.6574 -0.7246 0.0051  -0.170
N 1.9334 -1.3218 -0.1180  -0.655

[6]
This record from OMol25 describes 5 unconnected molecules or ions with the total composition C35H31N6O13P. The level of theory is ωB97M-V/def2-TZVPD.

Summary:
LUMO = -1.6 eV
highest occupied orbital energy = -9.3 eV
SMILES = C#CCC1=C([PH2]=O)C(=O)C(NCC)=C(ON=O)C1=O.O=[N+]([O-])c1ccccc1.O=[N+]([O-])c1ccccc1.O=[N+]([O-])c1ccccc1.O=[N+]([O-])c1ccccc1

Each line ends with the Löwdin charge.
Positions of all 86 atoms, in Å:
C 3.0211 1.7925 2.2822  0.108
C 3.1583 1.9000 1.0963  -0.111
C 3.0949 2.0025 -0.3863  -0.123
C 2.2352 3.1971 -0.7225  -0.126
C 1.2080 3.1081 -1.5449  -0.179
P 0.6839 1.5900 -2.4184  0.758
O 1.8107 0.7884 -2.9504  -0.439
C 0.4018 4.3672 -1.7825  -0.317
O -0.2726 4.5269 -2.7612  0.112
C 0.4443 5.4055 -0.6959  -0.162
N -0.6238 6.3048 -0.5583  0.020
C -1.6558 5.7868 0.3759  -0.218
C -3.0612 5.6966 -0.2829  -0.065
C 1.4858 5.4960 0.1265  -0.144
O 1.4437 6.4508 1.0943  0.001
N 2.6243 6.4894 1.9511  0.061
O 3.3891 7.2171 1.4835  0.125
C 2.6121 4.5347 -0.0879  -0.250
O 3.7696 4.7350 0.1533  0.141
H 2.6593 1.8336 3.2780  0.038
H 2.6795 1.0642 -0.7384  0.097
H 4.1177 2.1739 -0.7277  0.139
H -0.2060 0.8547 -1.5939  0.018
H -0.0866 2.0385 -3.5171  0.031
H -1.0246 6.5243 -1.4605  0.110
H -1.6854 6.3380 1.3171  0.107
H -1.3612 4.7633 0.6383  0.110
H -3.6872 6.4778 0.1527  0.068
H -3.5226 4.7464 -0.0166  0.070
H -2.9941 5.8215 -1.3623  0.070
O 7.4468 5.2929 7.7818  0.077
N 6.9531 4.4107 7.1092  -0.356
O 6.8656 3.2489 7.4523  0.075
C 6.4277 4.7733 5.7861  -0.149
C 6.5427 6.0809 5.3475  -0.004
C 6.0661 6.4140 4.0894  -0.058
C 5.4784 5.4435 3.2887  -0.072
C 5.3616 4.1386 3.7453  -0.053
C 5.8388 3.7975 5.0011  0.001
H 6.9992 6.8378 5.9686  0.119
H 6.1552 7.4309 3.7310  0.110
H 5.1143 5.7047 2.3062  0.072
H 4.9021 3.3869 3.1193  0.075
H 5.7496 2.7797 5.3530  0.118
O -3.4869 -2.1077 -1.2355  0.062
N -2.4147 -1.8180 -0.7411  -0.340
O -2.1685 -0.7454 -0.2250  0.061
C -1.3482 -2.8240 -0.7743  -0.148
C -1.5846 -4.0424 -1.3886  0.014
C -0.5678 -4.9816 -1.4388  -0.053
C 0.6681 -4.6940 -0.8726  -0.057
C 0.8887 -3.4716 -0.2511  -0.061
C -0.1234 -2.5282 -0.2003  -0.009
H -2.5451 -4.2672 -1.8294  0.123
H -0.7401 -5.9391 -1.9238  0.065
H 1.4645 -5.4267 -0.9165  0.108
H 1.8515 -3.2531 0.1908  0.109
H 0.0517 -1.5770 0.2815  0.114
O -8.0521 2.2083 -1.9973  0.075
N -8.8972 1.4159 -1.6327  -0.356
O -10.0852 1.6586 -1.5631  0.075
C -8.4507 0.0708 -1.2449  -0.149
C -7.1001 -0.2297 -1.2775  0.004
C -6.6792 -1.4918 -0.8894  -0.055
C -7.6101 -2.4371 -0.4786  -0.067
C -8.9635 -2.1248 -0.4603  -0.070
C -9.3896 -0.8637 -0.8446  -0.009
H -6.3741 0.5040 -1.5965  0.120
H -5.6264 -1.7368 -0.9044  0.074
H -7.2791 -3.4209 -0.1707  0.107
H -9.6866 -2.8641 -0.1426  0.106
H -10.4424 -0.6222 -0.8265  0.118
O -1.0575 -7.7314 -2.6602  0.054
N -0.3641 -8.2558 -1.8037  -0.343
O -0.4747 -8.0500 -0.6140  0.090
C 0.6758 -9.1913 -2.2454  -0.144
C 0.8508 -9.4176 -3.5997  0.000
C 1.8488 -10.2845 -4.0137  -0.062
C 2.6545 -10.9161 -3.0755  -0.067
C 2.4607 -10.6866 -1.7197  -0.063
C 1.4665 -9.8189 -1.2984  -0.002
H 0.2254 -8.9276 -4.3318  0.121
H 2.0009 -10.4660 -5.0689  0.110
H 3.4369 -11.5889 -3.4022  0.109
H 3.0877 -11.1820 -0.9910  0.110
H 1.3197 -9.6400 -0.2430  0.120